No. 1
This record from OMol25 describes a structure of composition C56H36F3IInN3O5PS3. The level of theory is ωB97M-V/def2-TZVPD.

HOMO   -5.9 eV
Charge   -1
Strongest force on any atom   0.81 eV/Å
Gap between HOMO and LUMO   7.4 eV
Multiplicity   1
Relative energy (zero: lowest compared OMol25 entry of this formula, charge and spin)   0.0 kcal per mole

Last column: Löwdin charge in e.
CARTESIAN COORDINATES (ANGSTROEM)
1 I -2.28 0.26 3.03  0.948
2 In -0.47 -1.37 -0.46  0.527
3 S -4.01 -4.35 1.15  1.063
4 S -1.60 -3.08 -2.05  0.684
5 S -0.24 -5.24 -3.56  0.605
6 P 0.64 2.35 2.18  1.092
7 F 2.03 -10.12 1.78  0.128
8 F 3.66 -9.50 0.52  0.130
9 F 3.81 -9.29 2.66  0.123
10 O 0.90 -3.09 -2.57  -0.291
11 O 1.42 -0.62 -1.14  -0.118
12 O -0.96 0.84 -7.57  0.071
13 O 3.44 -0.21 -1.98  0.035
14 O 0.82 2.01 -7.88  0.057
15 N -3.00 6.05 -6.49  0.146
16 N 0.14 1.24 -7.22  -0.354
17 N -2.79 -2.13 0.67  -0.069
18 C -5.44 -1.29 -1.78  -0.072
19 C 2.19 -5.52 2.24  -0.014
20 C -0.30 1.24 7.38  -0.053
21 C -4.72 -3.28 -0.02  -0.472
22 C 3.16 1.31 2.17  -0.093
23 C 4.54 1.27 2.17  -0.076
24 C 0.66 0.80 -5.94  -0.168
25 C -1.37 0.50 -0.97  -0.074
26 C 2.71 -6.79 2.40  -0.013
27 C 0.21 5.92 0.17  -0.085
28 C 1.95 1.18 -5.57  0.003
29 C 0.36 -2.81 0.86  -0.062
30 C 1.32 -5.25 1.19  -0.232
31 C 2.22 -0.29 -2.08  -0.600
32 C -1.15 0.72 4.77  -0.590
33 C 4.60 3.67 2.18  -0.085
34 C -2.73 -3.20 1.37  -0.489
35 C 0.98 -6.27 0.29  0.002
36 C 0.76 3.29 6.70  -0.043
37 C 1.50 -7.54 0.45  -0.002
38 C -2.76 5.23 -5.72  -0.194
39 C 5.26 2.45 2.17  -0.092
40 C 0.09 2.11 6.35  -0.164
41 C -1.68 5.67 1.61  -0.086
42 C 0.37 2.70 3.99  -0.304
43 C -0.85 2.84 -3.63  -0.014
44 C -1.55 1.35 -1.82  -0.116
45 C -4.30 -1.11 -1.02  -0.024
46 C -5.86 -3.45 -0.80  -0.090
47 C -1.06 0.15 7.13  -0.091
48 C -1.16 4.48 2.09  -0.099
49 C -3.92 -2.13 -0.14  -0.372
50 C 2.96 -9.16 1.62  -0.577
51 C 1.63 0.05 -3.45  -0.104
52 C 1.14 4.19 5.76  -0.064
53 C 0.05 3.99 1.61  -0.392
54 C -0.22 1.82 4.96  -0.165
55 C -1.52 -0.07 5.83  -0.202
56 C 2.37 -7.79 1.51  -0.135
57 C -0.13 0.03 -5.10  0.019
58 C 0.36 -0.33 -3.86  -0.026
59 C -1.14 3.78 -4.60  -0.012
60 C 0.80 -3.94 0.98  -0.118
61 C -6.20 -2.45 -1.69  -0.086
62 C 3.21 3.71 2.18  -0.116
63 C 2.42 0.80 -4.33  -0.003
64 C 2.11 -3.52 -3.18  -0.086
65 C 0.72 4.71 0.62  -0.105
66 C -3.17 2.80 -2.95  -0.014
67 C -1.85 2.35 -2.79  -0.223
68 C 0.98 3.86 4.41  -0.100
69 C -2.46 4.24 -4.74  -0.235
70 C -0.99 6.40 0.66  -0.098
71 C 2.47 2.53 2.19  -0.362
72 C -3.47 3.74 -3.92  -0.024
73 C -0.21 -3.81 -2.75  -1.326
74 H 1.37 4.54 3.67  0.089
75 H 0.16 2.48 -3.51  0.112
76 H 0.01 1.47 8.39  0.111
77 H -1.94 -3.41 2.08  0.072
78 H -0.37 4.16 -5.24  0.123
79 H -1.35 -0.53 7.92  0.105
80 H -6.45 -4.36 -0.71  0.106
81 H -1.12 -0.26 -5.41  0.128
82 H 1.60 5.13 6.03  0.107
83 H -5.74 -0.51 -2.47  0.103
84 H 3.39 -7.01 3.22  0.115
85 H 5.05 0.32 2.14  0.105
86 H -0.27 -0.91 -3.20  0.052
87 H 0.95 3.48 7.75  0.111
88 H 1.97 -3.65 -4.25  0.080
89 H -4.48 4.09 -4.04  0.117
90 H 0.31 -6.05 -0.53  0.103
91 H 5.16 4.59 2.17  0.100
92 H -2.22 -0.88 5.65  0.070
93 H -2.64 6.03 1.97  0.100
94 H 6.35 2.42 2.16  0.099
95 H 2.46 -4.73 2.93  0.118
96 H 3.42 1.06 -4.01  0.119
97 H 1.24 -8.33 -0.24  0.126
98 H -7.06 -2.58 -2.32  0.101
99 H -1.71 3.93 2.84  0.098
100 H 2.44 -4.47 -2.75  0.083
101 H 2.84 -2.74 -2.98  0.090
102 H 2.72 4.67 2.16  0.088
103 H 2.59 0.39 2.13  0.100
104 H 0.75 6.48 -0.59  0.101
105 H -3.95 2.39 -2.32  0.116
106 H -3.68 -0.23 -1.10  0.077
107 H 2.54 1.77 -6.24  0.114
108 H 1.62 4.30 0.18  0.104
109 H -1.39 7.34 0.29  0.098

No. 2
This record from OMol25 describes a structure of composition C56H44ClIrN3O2P2Si in a non-equilibrium geometry. The level of theory is ωB97M-V/def2-TZVPD.

HOMO (alpha / beta)   -12.8 / -12.9 eV
Charge   +2
Strongest force on any atom   1.08 eV/Å
Gap between HOMO and LUMO (alpha / beta)   6.6 / 6.2 eV
Multiplicity   2

Last column: Löwdin spin population.
CARTESIAN COORDINATES (ANGSTROEM)
1 Ir 0.98 -0.33 0.26  0.737
2 Cl -6.09 -5.03 -1.22  0.001
3 P 0.18 -0.13 2.47  0.037
4 P 0.81 1.94 -0.17  -0.003
5 Si -2.74 0.71 0.39  0.005
6 O 6.06 -6.07 -0.49  0.000
7 O 4.07 -6.83 -0.18  0.000
8 N 3.11 -0.53 -0.34  0.041
9 N 4.86 -5.94 -0.37  0.000
10 N 1.25 -2.45 -0.20  0.011
11 C -4.11 -3.70 0.05  0.000
12 C 2.67 2.44 1.87  0.000
13 C 0.19 1.47 3.37  0.001
14 C -2.02 2.43 0.01  0.002
15 C 3.53 -1.83 -0.41  0.007
16 C 0.07 3.82 4.87  0.002
17 C 1.14 1.73 4.36  0.002
18 C -0.86 3.59 3.87  0.000
19 C 3.44 3.22 2.72  0.000
20 C 2.17 5.15 2.07  0.000
21 C 3.19 4.59 2.82  0.000
22 C -3.93 -0.48 2.56  0.000
23 C 1.83 -5.15 -0.40  0.003
24 C -0.59 3.96 -1.24  0.000
25 C 1.07 2.90 5.11  0.000
26 C 1.93 -2.08 5.64  0.000
27 C 4.32 -4.52 -0.45  -0.001
28 C 2.42 -1.74 2.94  0.001
29 C 3.31 -2.48 3.72  0.000
30 C -0.76 2.77 -0.52  -0.001
31 C -3.01 3.43 -0.05  0.000
32 C -3.15 -2.70 0.16  0.002
33 C -3.70 -1.92 -2.02  0.003
34 C -2.67 -0.13 2.08  0.003
35 C 1.28 -1.17 3.49  0.001
36 C -4.66 -2.92 -2.14  0.000
37 C -3.03 -2.11 4.04  0.000
38 C 1.58 1.14 -2.68  0.003
39 C -1.75 -1.75 3.62  0.007
40 C -4.87 -3.80 -1.09  0.001
41 C 0.29 -3.34 -0.25  0.007
42 C 1.42 4.37 1.20  0.000
43 C 1.77 2.11 -1.69  0.001
44 C 5.22 -3.56 -0.61  0.001
45 C -4.52 0.87 -0.13  0.000
46 C -4.12 -1.43 3.55  0.004
47 C -2.93 -1.79 -0.87  0.005
48 C 3.47 3.14 -3.05  0.002
49 C 3.06 -2.65 5.07  0.000
50 C -1.55 -0.72 2.70  0.019
51 C 5.37 0.15 -0.76  0.000
52 C 2.54 -2.87 -0.30  0.000
53 C 2.72 3.11 -1.88  -0.001
54 C 3.29 2.16 -4.02  0.000
55 C -2.81 4.65 -0.67  0.000
56 C -1.99 -0.59 -0.75  0.047
57 C 2.90 -4.22 -0.36  0.001
58 C -0.79 2.43 3.12  0.002
59 C 0.54 -4.71 -0.36  0.001
60 C 4.85 -2.17 -0.61  0.001
61 C 4.02 0.42 -0.51  0.012
62 C 5.79 -1.15 -0.79  0.009
63 C -1.61 4.90 -1.32  0.000
64 C 2.34 1.16 -3.84  0.001
65 C 1.68 3.00 1.06  -0.002
66 C 1.05 -1.34 4.86  0.000
67 H -1.01 -0.89 -0.34  0.023
68 H -0.72 -2.96 -0.22  0.000
69 H 4.20 3.92 -3.20  0.000
70 H -5.00 -0.11 -0.19  0.000
71 H 4.20 -2.90 3.27  0.000
72 H -1.53 2.27 2.35  0.000
73 H -3.98 3.23 0.37  0.000
74 H -4.82 -0.03 2.12  0.000
75 H 1.82 3.08 5.87  0.000
76 H 1.73 -2.20 6.70  0.000
77 H 0.20 -0.87 5.34  0.000
78 H -1.81 -0.16 -1.74  0.000
79 H -2.60 -2.61 1.09  0.000
80 H 0.63 4.84 0.63  0.000
81 H 0.35 4.17 -1.72  0.000
82 H 2.88 3.86 -1.12  0.000
83 H 6.05 0.98 -0.91  0.000
84 H 6.83 -1.40 -0.96  0.000
85 H 3.67 1.44 -0.46  0.000
86 H -5.11 1.49 0.54  0.000
87 H -5.12 -1.67 3.89  0.000
88 H 2.84 1.37 1.85  0.000
89 H 6.27 -3.85 -0.71  0.000
90 H -3.55 -1.24 -2.85  0.000
91 H -4.26 -4.40 0.87  0.000
92 H 4.21 2.76 3.33  0.000
93 H 0.01 4.73 5.47  0.000
94 H -1.63 4.32 3.66  0.000
95 H 3.74 -3.22 5.69  0.000
96 H -3.60 5.39 -0.68  0.000
97 H 2.64 -1.59 1.90  0.001
98 H -3.15 -2.91 4.76  0.000
99 H 0.83 0.36 -2.55  0.001
100 H 2.18 0.42 -4.61  0.000
101 H 2.03 -6.21 -0.47  0.000
102 H -0.29 -5.40 -0.42  0.000
103 H 1.95 6.21 2.16  0.000
104 H 3.78 5.20 3.49  0.000
105 H -4.56 1.32 -1.13  0.000
106 H -5.26 -3.01 -3.04  0.000
107 H -1.46 5.82 -1.87  0.000
108 H 1.95 1.05 4.54  0.000
109 H 3.88 2.18 -4.93  0.000
110 H -0.91 -2.30 4.02  0.000

No. 3
This record from OMol25 describes a structure of composition C56H45F3N5O4S2SbTeTl. The level of theory is ωB97M-V/def2-TZVPD.

HOMO   -4.8 eV
Charge   -1
Strongest force on any atom   0.91 eV/Å
Gap between HOMO and LUMO   5.7 eV
Multiplicity   1
Relative energy (zero: lowest compared OMol25 entry of this formula, charge and spin)   139.5 kcal per mole

Last column: Löwdin charge in e.
CARTESIAN COORDINATES (ANGSTROEM)
1 Tl 0.28 -0.17 0.32  0.799
2 Te -4.77 -0.11 2.07  1.782
3 Sb 3.52 -0.09 1.48  1.525
4 S -1.18 3.45 2.99  0.854
5 S -0.66 1.12 5.20  0.429
6 F 6.15 -5.75 2.23  0.047
7 F 6.01 2.07 6.86  0.041
8 F 7.14 2.92 -2.65  0.040
9 O -1.27 -2.14 -0.66  -0.224
10 O 2.01 0.73 -1.16  -0.330
11 O 2.28 1.36 -3.41  -0.038
12 O -0.76 -4.97 -1.10  0.098
13 N -2.29 0.92 3.12  0.039
14 N -2.38 0.86 -1.42  0.104
15 N 1.67 -2.23 -0.65  -0.034
16 N -2.66 4.54 6.27  0.169
17 N -4.86 3.47 2.97  0.098
18 C -2.60 3.87 5.34  -0.233
19 C -3.86 2.60 3.54  -0.453
20 C -0.95 0.29 -3.25  -0.126
21 C -4.94 -6.65 0.39  -0.084
22 C 5.84 -2.26 1.36  -0.131
23 C 5.68 2.95 -0.80  -0.009
24 C 6.36 0.86 -1.80  -0.007
25 C -3.61 0.66 -0.67  -0.277
26 C 4.90 0.86 0.12  -0.365
27 C -3.29 -2.71 2.72  -0.103
28 C -3.63 -0.54 0.30  -0.362
29 C -4.36 -7.86 0.73  -0.095
30 C -4.19 -5.67 -0.24  -0.041
31 C -1.01 -0.23 -4.49  -0.020
32 C -1.61 1.89 3.98  -1.174
33 C -5.29 -3.16 -4.54  -0.067
34 C 5.98 0.38 5.22  -0.018
35 C 0.19 1.17 -2.87  -0.089
36 C -0.09 0.20 -5.54  -0.074
37 C -2.27 -7.12 -0.19  -0.020
38 C 1.05 1.77 -3.99  -0.284
39 C -1.96 -4.84 -1.17  -0.306
40 C 4.54 0.61 3.29  -0.350
41 C 1.62 0.49 -2.38  -0.578
42 C 2.53 -1.86 -1.79  -0.245
43 C -2.04 -0.01 -2.29  -0.228
44 C -3.69 -1.62 -3.33  -0.020
45 C -2.62 -3.71 -1.86  -0.088
46 C -3.46 1.31 2.92  -0.483
47 C 4.93 2.25 0.13  -0.113
48 C 5.47 -0.11 4.02  -0.108
49 C 5.52 1.59 5.69  -0.290
50 C -2.51 -3.34 4.91  -0.063
51 C 5.61 0.18 -0.86  -0.132
52 C 1.79 -1.01 -2.81  -0.070
53 C -2.70 -1.34 -2.41  -0.131
54 C 3.71 -3.09 2.08  -0.140
55 C 0.83 1.14 -5.34  -0.019
56 C -2.55 3.07 4.14  -0.634
57 C 5.60 -4.53 2.03  -0.288
58 C -2.13 -2.38 -1.58  -0.340
59 C -4.21 -2.90 -3.52  -0.284
60 C -3.13 -2.23 5.46  -0.067
61 C -3.02 -8.10 0.44  -0.082
62 C 4.10 1.83 3.81  -0.132
63 C 6.39 2.24 -1.75  -0.284
64 C -2.85 -5.90 -0.54  -0.140
65 C 4.49 -2.03 1.59  -0.384
66 C -3.90 -1.61 3.28  -0.440
67 C -5.19 2.76 4.19  -0.098
68 C -3.83 -1.36 4.65  -0.138
69 C -3.65 -3.93 -2.78  -0.020
70 C -2.59 -3.58 3.54  -0.055
71 C 4.27 -4.34 2.31  -0.009
72 C 4.59 2.34 5.00  -0.013
73 C 6.41 -3.51 1.56  -0.009
74 H 2.93 -2.74 -2.30  0.113
75 H 7.46 -3.69 1.38  0.117
76 H 6.91 0.35 -2.58  0.116
77 H 3.68 -5.16 2.70  0.118
78 H -4.93 -2.99 -5.56  0.073
79 H 0.86 -2.77 -0.95  0.049
80 H 1.03 2.86 -4.08  0.140
81 H 2.19 -2.82 -0.01  0.048
82 H 2.66 -2.92 2.30  0.100
83 H -4.08 -1.43 -0.14  0.060
84 H -1.79 -0.93 -4.76  0.102
85 H 1.48 1.48 -6.14  0.106
86 H -0.21 -0.25 -6.52  0.095
87 H -6.15 -2.50 -4.39  0.070
88 H 6.47 -1.44 1.03  0.097
89 H -3.05 -2.02 6.52  0.113
90 H -3.99 -4.94 -2.94  0.121
91 H -4.95 -8.63 1.22  0.098
92 H 2.34 -1.01 -3.75  0.119
93 H -2.08 -4.44 3.10  0.112
94 H -4.29 -0.47 5.07  0.103
95 H -3.79 1.58 -0.12  0.086
96 H -1.22 -7.27 -0.42  0.115
97 H -5.98 -6.46 0.63  0.099
98 H -4.43 0.54 -1.39  0.116
99 H -5.87 1.92 4.17  0.085
100 H 5.71 4.04 -0.82  0.116
101 H -5.26 3.39 5.07  0.110
102 H 5.57 -0.90 -0.91  0.085
103 H -4.08 -0.80 -3.94  0.130
104 H 4.35 2.80 0.86  0.097
105 H -2.63 -0.80 0.66  0.020
106 H -2.57 -9.04 0.71  0.100
107 H 4.23 3.28 5.41  0.120
108 H 5.82 -1.07 3.68  0.083
109 H -0.10 1.90 -2.12  0.134
110 H 0.81 -1.46 -2.98  0.109
111 H -3.32 -2.90 1.65  0.094
112 H 6.71 -0.18 5.80  0.114
113 H 3.36 -1.27 -1.40  0.072
114 H -1.95 -4.01 5.54  0.108
115 H -5.64 -4.19 -4.48  0.068
116 H -5.29 3.09 2.13  0.082
117 H -4.63 -4.72 -0.50  0.107
118 H 3.34 2.40 3.28  0.094